No. 1
{
  "formula": "C5H13N2O",
  "method": "wB97M-V/def2-TZVPD",
  "species": ["N", "C", "C", "N", "C", "C", "C", "O", "H", "H", "H", "H", "H", "H", "H", "H", "H", "H", "H", "H", "H"],
  "xyz": [[1.042, -0.767, 2.014], [0.198, 0.467, 2.189], [-0.060, 1.197, 0.844], [0.511, 0.527, -0.329], [-0.166, 0.161, -2.693], [-0.155, -0.458, -1.271], [-1.554, -0.926, -0.871], [-2.340, -0.425, -0.119], [1.939, -0.735, 2.468], [1.106, -1.031, 1.024], [0.593, -1.634, 2.322], [0.775, 1.077, 2.880], [-0.760, 0.230, 2.649], [0.419, 2.177, 0.888], [-1.126, 1.319, 0.785], [1.143, 1.140, -0.796], [-0.895, 0.898, -3.008], [0.837, 0.563, -2.812], [-0.155, -0.742, -3.318], [0.565, -1.292, -1.311], [-1.915, -1.746, -1.534]],
  "forces_ev_per_angstrom": [[-1.471, -1.609, -0.301], [0.278, 0.241, 0.196], [0.483, -0.193, -0.632], [-0.668, -0.951, 0.869], [0.929, -1.804, 0.083], [0.485, 2.175, 1.238], [-0.170, -0.247, -1.560], [0.485, 0.279, 0.709], [0.586, 0.199, -0.056], [0.734, 1.195, -0.598], [-0.232, 0.319, 0.879], [-0.216, 0.172, -0.007], [0.263, -0.410, 0.064], [-0.189, -0.084, 0.081], [-0.344, 0.217, -0.216], [0.178, 0.103, -0.476], [-0.336, -0.110, 0.452], [0.018, 0.246, -0.197], [-0.431, 0.562, -0.531], [-0.680, -0.185, -0.195], [0.299, -0.115, 0.200]],
  "orbital_gap_ev": 9.52,
  "lumo_energy_ha": -0.1309,
  "total_charge": 1
}

---

No. 2
{
  "formula": "C5H13N2O",
  "method": "wB97M-V/def2-TZVPD",
  "species": ["C", "C", "C", "N", "H", "H", "H", "H", "H", "H", "H", "H", "C", "N", "C", "O", "H", "H", "H", "H", "H"],
  "xyz": [[-1.335, -1.276, 1.179], [0.091, -1.627, 1.433], [0.564, -2.491, 2.311], [1.023, -0.895, 0.546], [-1.986, -1.860, 1.824], [-1.513, -0.222, 1.406], [-1.653, -1.455, 0.148], [1.621, -2.669, 2.453], [-0.127, -3.001, 2.966], [1.001, 0.129, 0.707], [0.747, -0.990, -0.432], [1.990, -1.205, 0.662], [0.861, 2.583, -0.906], [-0.053, 2.465, -1.875], [-0.776, 1.244, -2.163], [0.949, 1.878, 0.091], [1.537, 3.436, -1.030], [0.020, 3.149, -2.613], [-1.033, 0.750, -1.230], [-0.221, 0.560, -2.811], [-1.707, 1.499, -2.666]],
  "forces_ev_per_angstrom": [[-0.201, 0.208, 0.172], [-0.199, -0.353, -0.067], [0.031, 0.376, -0.055], [0.151, 0.113, 0.235], [0.056, -0.037, 0.015], [0.000, 0.018, -0.055], [0.171, -0.044, -0.014], [0.023, -0.065, -0.049], [0.027, -0.084, -0.009], [-0.078, 0.375, -0.108], [0.111, -0.170, -0.054], [-0.080, -0.059, -0.074], [-0.089, 0.439, 0.407], [0.524, -0.060, -0.441], [-0.525, 0.072, 0.075], [0.072, -0.830, -0.060], [-0.084, 0.168, -0.018], [-0.040, -0.087, -0.040], [-0.010, -0.002, 0.044], [0.120, 0.095, 0.064], [0.019, -0.071, 0.030]],
  "orbital_gap_ev": 10.76,
  "lumo_energy_ha": -0.1119,
  "total_charge": 1
}

---

No. 3
{
  "formula": "C5H13N2O",
  "method": "wB97M-V/def2-TZVPD",
  "species": ["N", "C", "C", "C", "N", "C", "C", "O", "H", "H", "H", "H", "H", "H", "H", "H", "H", "H", "H", "H", "H"],
  "xyz": [[0.469, -2.466, 1.335], [1.769, 0.242, -0.449], [3.183, 0.836, -0.099], [0.932, 1.017, -1.212], [-1.677, -0.709, -0.588], [-2.592, 0.396, -0.619], [-2.802, 0.998, 0.729], [-2.361, 2.156, 1.038], [-0.345, -2.059, 0.920], [0.284, -3.421, 1.574], [0.594, -2.081, 2.280], [1.459, -0.712, 0.093], [3.446, 1.864, -0.607], [3.246, 0.842, 0.996], [4.007, 0.159, -0.365], [1.393, 1.896, -1.765], [-0.149, 0.600, -1.052], [-1.782, -1.406, -1.264], [-3.603, 0.316, -1.072], [-2.104, 1.128, -1.338], [-3.366, 0.402, 1.466]],
  "forces_ev_per_angstrom": [[0.740, 0.361, 1.133], [1.572, 1.080, 0.466], [-0.622, 0.359, -0.844], [-0.107, -1.626, 1.294], [-0.073, 3.270, 1.689], [0.125, -0.997, -1.072], [2.373, 5.617, 2.472], [-1.983, -5.117, -1.447], [-0.557, 0.160, 0.000], [-0.155, -0.790, -0.502], [-0.074, 0.390, -0.610], [0.423, 1.169, -0.965], [-0.897, -1.957, 1.196], [-0.020, 0.532, -0.166], [-0.385, -0.174, -0.257], [-1.487, -1.240, 0.291], [1.454, 1.332, -0.741], [-0.652, -1.441, -2.067], [0.460, -0.828, -0.315], [-0.174, -0.180, 0.646], [0.040, 0.078, -0.201]],
  "orbital_gap_ev": 4.45,
  "lumo_energy_ha": -0.3392,
  "total_charge": 1
}

---

No. 4
{
  "formula": "C5H13N2O",
  "method": "wB97M-V/def2-TZVPD",
  "species": ["C", "C", "C", "N", "H", "H", "H", "H", "H", "H", "C", "O", "C", "N", "H", "H", "H", "H", "H", "H", "H"],
  "xyz": [[1.182, -1.655, 0.503], [1.627, -2.510, -0.419], [-0.465, -1.157, 2.177], [-0.008, -1.918, 1.238], [1.645, -0.700, 0.760], [1.131, -3.446, -0.661], [2.544, -2.298, -0.975], [-1.384, -1.491, 2.687], [0.085, -0.259, 2.394], [-0.561, -2.691, 0.927], [0.168, 2.141, -0.513], [0.684, 3.099, -1.442], [-0.877, 1.328, -1.250], [-1.505, 0.332, -0.328], [0.936, 1.438, -0.115], [-0.302, 2.613, 0.370], [1.368, 3.606, -1.000], [-1.618, 2.025, -1.690], [-0.399, 0.802, -2.099], [-2.180, -0.131, -0.890], [-2.071, 0.871, 0.326]],
  "forces_ev_per_angstrom": [[0.232, -0.090, -0.529], [0.104, 0.432, 0.257], [-0.285, -1.440, -1.010], [0.239, 1.279, 0.864], [-0.069, -0.428, -0.120], [-0.061, 0.125, 0.130], [-0.369, 0.028, 0.274], [0.569, 0.549, -0.268], [-0.005, 0.173, 0.343], [-0.309, -0.717, -0.014], [0.044, -0.088, -0.041], [-0.228, -0.728, 0.717], [-0.098, -0.012, -0.331], [0.684, 1.147, 0.060], [-0.085, 0.452, -0.342], [0.143, 0.104, -0.288], [0.107, 0.169, -0.017], [0.305, -0.301, 0.228], [-0.217, 0.147, 0.498], [-0.715, -0.768, -0.424], [0.011, -0.032, 0.014]],
  "orbital_gap_ev": 8.17,
  "lumo_energy_ha": -0.1925,
  "total_charge": 1
}

---

No. 5
{
  "formula": "C5H13N2O",
  "method": "wB97M-V/def2-TZVPD",
  "species": ["O", "C", "C", "C", "C", "C", "N", "N", "H", "H", "H", "H", "H", "H", "H", "H", "H", "H", "H", "H", "H"],
  "xyz": [[-0.689, 0.613, -0.115], [-0.608, -0.543, -0.714], [0.581, -1.328, -0.704], [1.539, -1.280, 0.412], [2.729, -0.450, 0.069], [2.187, 1.028, -0.238], [1.518, 1.671, 0.999], [-5.921, 0.313, 0.308], [-1.452, -0.780, -1.406], [0.793, -2.015, -1.501], [1.063, -0.836, 1.311], [1.870, -2.291, 0.642], [3.304, -0.938, -0.735], [3.357, -0.366, 0.966], [3.049, 1.672, -0.514], [1.466, 1.002, -1.064], [0.566, 1.371, 1.093], [1.562, 2.712, 0.913], [-6.221, 0.105, -0.602], [-5.159, 0.933, 0.261], [-5.532, -0.595, 0.619]],
  "forces_ev_per_angstrom": [[0.225, -5.492, -1.780], [-2.710, 5.635, 0.489], [1.910, -0.351, 2.244], [-2.852, -0.420, 0.660], [1.070, 2.539, -0.379], [0.567, 0.237, 1.707], [1.792, 0.176, -2.350], [-0.067, -1.893, 1.651], [0.647, -0.179, 0.498], [-0.117, -0.181, -0.625], [0.174, -0.236, -0.497], [0.137, -0.333, -0.186], [-0.132, 0.697, 0.084], [-0.102, -0.296, -0.216], [-0.612, -0.431, 0.189], [0.170, -0.184, -0.169], [-0.166, 0.150, 0.026], [0.001, -1.333, 0.306], [-0.636, 0.071, -1.617], [1.038, 1.036, -0.155], [-0.338, 0.788, 0.119]],
  "orbital_gap_ev": 3.61,
  "lumo_energy_ha": -0.3212,
  "total_charge": 1
}

---

Here are the calculated E_tot numbers, same order: -10415.72057; -10417.13767; -10408.75511; -10415.07969; -10411.98513 (eV).
Here are the calculated energy above the lowest of the compared OMol25 structures with the same formula, charge and spin numbers, same order: 238.8; 102.1; 910.9; 300.7; 599.2 (kJ/mol).